Density functional theory data (wB97M-V/def2-TZVPD) for the molecule C21H26F3N3O4.

Computed properties:
SMILES = CCOC(=O)N1CCN(C(=O)[C@@H]2CCC(=O)N(Cc3cccc(C(F)(F)F)c3)C2)CC1
Relative energy (zero: lowest compared OMol25 entry of this formula, charge and spin) = 0.0 kJ/mol
Total charge = 0
DFT total energy = -43014.4263 eV
Lowest unoccupied orbital energy = 0.469 eV
E_HOMO = -9.2 eV
Kohn-Sham gap = 9.638 eV

Each atom is followed by the atoms it is bonded to, with distances in Å.
Positions of all 57 atoms, in Å:
1 C -6.865 -0.922 1.603  C2 1.517, H32 1.087, H33 1.086, H34 1.087
2 C -6.288 -0.380 0.309  C1 1.517, O3 1.428, H35 1.096, H36 1.096
3 O -4.890 -0.156 0.503  C2 1.428, C4 1.348
4 C -4.225 0.292 -0.581  O3 1.348, O5 1.209, N6 1.354
5 O -4.730 0.481 -1.662  C4 1.209
6 N -2.919 0.513 -0.296  C4 1.354, C7 1.443, C31 1.451
7 C -2.008 0.911 -1.341  N6 1.443, C8 1.529, H37 1.094, H38 1.092
8 C -0.886 -0.119 -1.474  C7 1.529, N9 1.454, H39 1.097, H40 1.095
9 N -0.250 -0.344 -0.186  C8 1.454, C10 1.358, C30 1.451
10 C 0.719 -1.261 0.064  N9 1.358, O11 1.216, C12 1.527
11 O 1.129 -1.450 1.194  C10 1.216
12 C 1.301 -1.979 -1.151  C10 1.527, C13 1.530, C29 1.532, H41 1.091
13 C 1.832 -3.379 -0.835  C12 1.530, C14 1.524, H42 1.093, H43 1.091
14 C 3.002 -3.347 0.141  C13 1.524, C15 1.512, H44 1.093, H45 1.092
15 C 3.919 -2.148 0.067  C14 1.512, O16 1.217, N17 1.357
16 O 4.910 -2.082 0.771  C15 1.217
17 N 3.586 -1.134 -0.771  C15 1.357, C18 1.455, C29 1.443
18 C 4.310 0.123 -0.659  N17 1.455, C19 1.505, H46 1.093, H47 1.093
19 C 3.491 1.085 0.161  C18 1.505, C20 1.392, C28 1.387
20 C 3.313 0.839 1.519  C19 1.392, C21 1.382, H48 1.079
21 C 2.498 1.654 2.281  C20 1.382, C22 1.384, H49 1.078
22 C 1.842 2.725 1.699  C21 1.384, C23 1.388, H50 1.080
23 C 2.019 2.972 0.345  C22 1.388, C24 1.500, C28 1.389
24 C 1.262 4.098 -0.295  C23 1.500, F25 1.340, F26 1.358, F27 1.340
25 F 1.769 4.485 -1.473  C24 1.340
26 F -0.023 3.742 -0.548  C24 1.358
27 F 1.191 5.192 0.475  C24 1.340
28 C 2.834 2.155 -0.428  C19 1.387, C23 1.389, H51 1.081
29 C 2.475 -1.157 -1.691  C12 1.532, N17 1.443, H52 1.100, H53 1.094
30 C -0.832 0.370 0.935  N9 1.451, C31 1.524, H54 1.091, H55 1.094
31 C -2.340 0.153 0.984  N6 1.451, C30 1.524, H56 1.095, H57 1.096
32 H -6.378 -1.856 1.869  C1 1.087
33 H -7.930 -1.098 1.480  C1 1.086
34 H -6.712 -0.209 2.408  C1 1.087
35 H -6.763 0.565 0.025  C2 1.096
36 H -6.424 -1.088 -0.517  C2 1.096
37 H -1.600 1.904 -1.130  C7 1.094
38 H -2.581 0.961 -2.269  C7 1.092
39 H -1.325 -1.055 -1.844  C8 1.097
40 H -0.158 0.240 -2.209  C8 1.095
41 H 0.544 -2.064 -1.933  C12 1.091
42 H 2.147 -3.832 -1.779  C13 1.093
43 H 1.033 -3.996 -0.421  C13 1.091
44 H 2.624 -3.328 1.166  C14 1.093
45 H 3.614 -4.245 0.041  C14 1.092
46 H 4.515 0.518 -1.657  C18 1.093
47 H 5.251 -0.103 -0.152  C18 1.093
48 H 3.815 -0.004 1.968  C20 1.079
49 H 2.367 1.453 3.333  C21 1.078
50 H 1.203 3.369 2.284  C22 1.080
51 H 2.963 2.368 -1.479  C28 1.081
52 H 2.799 -1.586 -2.651  C29 1.100
53 H 2.161 -0.124 -1.869  C29 1.094
54 H -0.364 -0.020 1.841  C30 1.091
55 H -0.603 1.436 0.853  C30 1.094
56 H -2.782 0.763 1.779  C31 1.095
57 H -2.561 -0.898 1.204  C31 1.096